No. 1
C16H21ClFN2Na | the ωB97M-V functional and the def2-TZVPD basis

As for the LUMO energy: -7.49 eV. Its net charge is +2. The calculation puts the total energy at -1452.59732 Eh. As for the HOMO energy: -0.40522 hartree. The largest force on an atom is 12.13 eV/A. As for the HOMO-LUMO gap: 0.130 Ha.

Each line ends with the Löwdin charge.
Cartesian coordinates (Å):
Cl1 -0.87 0.96 3.42  0.69
C1 -0.01 1.68 1.96  -0.40
N1 0.19 0.62 0.89  -0.26
C2 1.07 -0.51 1.44  -0.05
C3 1.17 -1.58 0.41  -0.01
N2 0.55 -1.04 -0.86  -0.13
F1 0.75 -2.07 -1.92  0.08
C4 1.22 0.23 -1.31  -0.03
C5 0.89 1.28 -0.29  -0.04
C6 -0.95 -0.87 -0.70  -0.01
C7 -1.17 0.07 0.44  -0.05
H1 -0.65 2.50 1.60  0.12
H2 0.96 2.07 2.33  0.12
H3 2.04 -0.07 1.68  0.16
H4 0.61 -0.87 2.35  0.12
H5 2.21 -1.85 0.18  0.15
H6 0.63 -2.49 0.69  0.16
H7 2.29 0.01 -1.39  0.11
H8 0.83 0.46 -2.30  0.16
H9 0.22 2.04 -0.69  0.16
H10 1.80 1.76 0.07  0.16
H11 -1.33 -0.47 -1.64  0.16
H12 -1.39 -1.85 -0.53  0.16
H13 -1.60 -0.43 1.31  0.12
H14 -1.79 0.91 0.17  0.16
C8 7.03 -1.45 -3.37  0.22
Na1 5.53 0.46 -3.41  0.57
C9 5.10 -1.25 -1.87  -0.24
C10 4.07 -1.38 -2.71  -0.35
C11 4.31 -1.59 -3.98  -0.25
C12 5.94 -2.12 -2.65  -0.38
C13 5.52 -3.61 -2.54  0.09
C14 5.54 -4.11 -3.88  -0.27
C15 4.41 -4.06 -4.67  0.00
C16 5.24 -2.75 -4.83  0.04
H15 8.01 -1.59 -3.70  0.02
H16 5.62 -0.48 -1.38  0.07
H17 3.46 -0.69 -3.61  0.12
H18 4.64 -3.78 -1.91  0.11
H19 6.45 -4.55 -4.17  0.13
H20 3.45 -4.24 -4.16  0.12
H21 3.78 -2.65 -4.81  0.16

No. 2
C4H5NO | the ωB97M-V functional and the def2-TZVPD basis

As for the LUMO energy (alpha / beta): -0.98 / -0.99 eV. The calculation puts the total energy at -285.25063 Eh. As for the HOMO energy (alpha / beta): -0.26232 / -0.26199 hartree. The largest force on an atom is 3.56 eV/A. As for the HOMO-LUMO gap (alpha / beta): 0.226 / 0.226 Ha.

Each line ends with the Löwdin charge.
Cartesian coordinates (Å):
C1 0.51 0.28 1.09  -0.01
C2 -0.60 0.87 0.59  -0.55
C3 1.61 -0.29 1.52  -0.01
C4 -0.47 -0.36 -1.72  0.12
N1 -1.10 0.11 -0.65  0.11
O1 -1.37 1.69 1.06  -0.03
H1 1.51 -1.11 2.11  0.02
H2 2.55 0.03 1.24  0.03
H3 -1.07 -0.96 -2.38  0.08
H4 0.48 -0.11 -2.20  0.11
H5 -2.07 -0.15 -0.65  0.14

The relative energy (zero: lowest compared OMol25 entry of this formula, charge and spin) results, record by record, are as follows: 882.9, 430.5 kJ/mol.